<w>
Molecular formula: C2H6NS
Method: DFT, the ωB97M-V functional and the def2-TZVPD basis

The geometry in ORCA input format:
```
! wB97M-V def2-TZVPD RIJCOSX def2/J DEFGRID3
* xyz -1 1
S -1.1926 -0.1490 1.9755
H -0.4228 -0.2212 3.0730
C 0.5934 1.2941 -1.4164
C 0.8948 -1.0594 -1.1366
N 1.0548 -0.0173 -1.9454
H 1.3439 1.3269 -0.6199
H -0.4446 1.2323 -0.9821
H 0.8277 1.8702 -2.2695
H 1.4352 -1.9009 -1.4238
H 0.0297 -1.2102 -0.4492
*
```

Its LUMO energy is 4.3 eV. Its HOMO-LUMO gap is 6.899 eV. The HOMO energy comes out at -2.65 eV.

***

<x>
Molecular formula: C2H6NS
Method: DFT, the ωB97M-V functional and the def2-TZVPD basis

The geometry in ORCA input format:
```
! wB97M-V def2-TZVPD RIJCOSX def2/J DEFGRID3
* xyz -1 1
S -0.9308 -1.1218 2.6071
H -0.2169 -1.5327 3.6867
C -0.3853 1.1456 -1.0808
C 0.8792 -0.7134 -0.4905
N 0.6318 0.1432 -1.3975
H -1.3804 0.8466 -1.4301
H -0.1515 2.0598 -1.6292
H -0.4275 1.3130 0.0000
H 1.2355 -1.6854 -0.8294
H 0.7458 -0.4549 0.5638
*
```

Its LUMO energy is 4.2 eV. Its HOMO-LUMO gap is 6.826 eV. The HOMO energy comes out at -2.64 eV.

***

The data favor <x>; the next most stable structure lies 0.587 eV above it.

***

<w>
Molecular formula: C3H10NO2
Method: DFT, the ωB97M-V functional and the def2-TZVPD basis

The geometry in ORCA input format:
```
! wB97M-V def2-TZVPD RIJCOSX def2/J DEFGRID3
* xyz 2 2
O -0.2354 -2.9052 1.1458
C -0.5331 -1.7733 0.9830
C -0.5181 -0.9735 -0.3552
N -0.5687 0.4814 -0.1338
C -0.3233 1.2943 -1.3866
H -0.9776 -1.1384 1.7832
H 0.3014 -1.2531 -1.0227
H -1.4226 -1.2750 -0.9060
H -1.4711 0.7813 0.2609
H 0.0643 0.8672 0.5857
H -0.4109 0.5805 -2.1987
H 0.6953 1.6732 -1.5005
H -0.9783 2.1542 -1.4959
H 2.7812 0.2043 1.0897
H 1.7543 0.9031 1.9919
O 1.8426 0.3790 1.1592
*
```

Its LUMO energy (spin up / spin down) is -10.8 / -14.6 eV. Its HOMO-LUMO gap (spin up / spin down) is 9.763 / 6.000 eV. The HOMO energy (spin up / spin down) comes out at -20.56 / -20.57 eV.

***

<x>
Molecular formula: C3H10NO2
Method: DFT, the ωB97M-V functional and the def2-TZVPD basis

The geometry in ORCA input format:
```
! wB97M-V def2-TZVPD RIJCOSX def2/J DEFGRID3
* xyz 2 2
O 0.0799 -0.3015 2.0787
C -0.3316 0.7739 1.7307
C -0.6210 1.0603 0.2638
N 0.4378 0.5011 -0.6132
C 0.2627 0.7936 -2.0745
H -0.4893 1.4959 2.5670
H -0.7347 2.1301 0.0732
H -1.5945 0.5762 0.0886
H 0.4003 -0.5567 -0.5856
H 1.3624 0.7340 -0.2366
H -0.7303 0.4477 -2.3468
H 0.3073 1.8715 -2.2146
H 1.0577 0.3224 -2.6425
H 0.4592 -2.7487 0.1633
H -0.6146 -2.7261 -1.0006
O 0.0637 -2.2193 -0.5355
*
```

Its LUMO energy (spin up / spin down) is -11.2 / -14.7 eV. Its HOMO-LUMO gap (spin up / spin down) is 9.450 / 5.926 eV. The HOMO energy (spin up / spin down) comes out at -20.66 / -20.59 eV.

***

The data favor <x>; the next most stable structure lies 0.457 eV above it.

***

<w>
Molecular formula: C11H16N3
Method: DFT, the ωB97M-V functional and the def2-TZVPD basis

The geometry in ORCA input format:
```
! wB97M-V def2-TZVPD RIJCOSX def2/J DEFGRID3
* xyz 1 1
C 2.5925 2.1567 -0.3436
C 1.4251 2.8811 -0.0915
C 2.7073 0.7816 -0.2102
C 0.2717 2.2013 0.2395
C 1.5374 0.0370 0.0964
C 0.3407 0.8102 0.3525
C -3.5512 1.6023 -0.2027
C -2.5927 0.6920 -0.2456
C -0.0338 -1.3240 0.8027
C 2.3195 -2.2809 0.4741
C -2.0073 0.0507 0.9453
N 1.2614 -1.2439 0.5041
N -0.5740 -0.1144 0.7204
N -0.8544 -2.3322 -1.3063
H 3.5362 2.6783 -0.6296
H 1.5021 3.9931 -0.1869
H 3.6471 0.3043 -0.2595
H -0.6089 2.7536 0.6012
H -4.0230 1.9385 -1.0889
H -3.9872 1.6911 0.8212
H -2.0597 0.4899 -1.1876
H -0.4954 -2.3082 0.7811
H 3.0894 -1.8635 1.0538
H 1.8325 -3.1969 0.9579
H 2.7293 -2.5131 -0.6111
H -2.4049 -0.9904 0.8692
H -2.3966 0.5401 1.9442
H -0.6001 -1.9088 -2.2230
H -1.8353 -2.1805 -1.4512
H -0.7676 -3.3449 -1.1260
*
```

Its LUMO energy is -3.1 eV. Its HOMO-LUMO gap is 9.427 eV. The HOMO energy comes out at -12.48 eV.

***

<x>
Molecular formula: C11H16N3
Method: DFT, the ωB97M-V functional and the def2-TZVPD basis

The geometry in ORCA input format:
```
! wB97M-V def2-TZVPD RIJCOSX def2/J DEFGRID3
* xyz 1 1
C -1.6265 2.2530 -0.0133
C -0.3278 2.6976 -0.0492
C -1.0289 -0.0449 0.0382
C -2.0335 0.8763 0.1247
C 0.7698 0.6786 0.0047
C -2.4132 -1.7968 0.2786
C -3.5349 -0.9574 -0.3096
C 1.5365 -1.2909 -1.0484
C 1.9004 -1.0775 1.3050
C 3.2725 0.4175 -0.2448
C 1.9164 -0.2301 0.0195
N -1.2326 -1.3129 0.3535
N 0.7950 1.9390 0.0479
N -3.3539 0.4743 0.0397
H -2.4443 3.0439 -0.1463
H -0.0111 3.6644 -0.2239
H -2.6703 -2.8578 0.6579
H -3.6139 -1.2030 -1.3388
H -4.5766 -1.4304 0.0801
H 1.2616 -0.9589 -2.0709
H 2.2667 -1.9829 -1.3563
H 0.8236 -1.9978 -0.7781
H 2.2949 -2.0616 1.1367
H 2.5628 -0.5132 1.9364
H 0.8642 -1.0446 1.8650
H 3.8104 -0.3023 -0.7280
H 3.3695 1.3245 -0.8524
H 3.7249 0.4976 0.6392
H 1.7089 2.3233 -0.0262
H -4.0104 0.8733 0.6592
*
```

Its LUMO energy is -4.0 eV. Its HOMO-LUMO gap is 7.971 eV. The HOMO energy comes out at -11.99 eV.

***

The data favor <w>; the next most stable structure lies 2.831 eV above it.

***

<w>
Molecular formula: C11H16N3
Method: DFT, the ωB97M-V functional and the def2-TZVPD basis

The geometry in ORCA input format:
```
! wB97M-V def2-TZVPD RIJCOSX def2/J DEFGRID3
* xyz 1 1
C 3.2270 -1.0468 0.1411
C 3.1267 -0.0829 1.1532
C 2.0591 -0.9059 -0.6810
C -2.9270 0.4229 0.4570
C -2.5112 -1.0005 0.5913
C -2.1850 1.4965 0.1065
C -1.3350 -1.5369 0.3266
C -0.6905 1.3547 0.2283
C 0.0317 0.4395 -0.6343
C -0.2940 -2.5203 0.4324
C -0.4546 0.2392 -2.0206
N 1.8883 0.4727 1.0221
N 1.2461 0.0725 -0.1114
N 0.1085 2.6144 0.3398
H 4.0078 -1.6380 -0.0918
H 3.7829 0.2290 1.8797
H 1.9461 -1.3846 -1.6397
H -3.9903 0.6210 0.3874
H -3.3082 -1.6651 0.9473
H -2.5442 2.5309 -0.1277
H -0.6564 0.9317 1.2906
H -0.5024 -3.4225 -0.1561
H 0.0238 -2.5182 1.4262
H 0.5620 -2.1063 -0.1131
H -0.3277 -0.7295 -2.3268
H -0.0877 0.7825 -2.8072
H -1.5320 0.5129 -1.9727
H -0.3329 3.1662 1.0904
H 0.0896 3.2873 -0.4632
H 1.5793 1.3833 1.3255
*
```

Its LUMO energy (spin up / spin down) is -4.3 / -3.5 eV. Its HOMO-LUMO gap (spin up / spin down) is 6.856 / 7.623 eV. The HOMO energy (spin up / spin down) comes out at -11.11 / -11.15 eV.

***

<x>
Molecular formula: C11H16N3
Method: DFT, the ωB97M-V functional and the def2-TZVPD basis

The geometry in ORCA input format:
```
! wB97M-V def2-TZVPD RIJCOSX def2/J DEFGRID3
* xyz 1 1
H 1.9503 1.6119 -0.8490
N 0.9113 1.3122 -0.8441
C 0.3295 0.5484 -0.1396
C -1.1098 0.2915 -0.1251
C -1.7801 0.9655 0.9190
C -3.1623 1.0904 0.8803
C -3.9332 0.4434 -0.1570
C -3.2439 -0.0925 -1.1836
C -1.8753 -0.2165 -1.2048
C -1.1232 -0.6886 -2.3438
C 1.1189 -0.4164 1.1859
C 0.4171 -1.7525 1.2784
N 2.5177 -0.4888 0.6541
C 3.3649 0.5341 0.6931
N 4.6111 0.4048 0.3696
H -1.2470 1.5117 1.6717
H -3.7883 1.7993 1.5167
H -5.0362 0.5909 -0.1097
H -3.7809 -0.3622 -2.1012
H -1.7225 -1.3257 -2.9408
H -0.8817 0.1054 -2.9096
H -0.1469 -1.0310 -2.0013
H 1.1410 0.1979 2.1212
H 1.0006 -2.6706 1.3542
H -0.1826 -1.7754 0.4385
H -0.3922 -1.7412 2.0716
H 2.7619 -1.2214 -0.0050
H 3.1009 1.4712 1.2887
H 5.1520 1.2795 0.5755
H 5.0288 -0.3755 -0.1040
*
```

Its LUMO energy is -3.5 eV. Its HOMO-LUMO gap is 8.041 eV. The HOMO energy comes out at -11.55 eV. As for the structure (SMILES): [H]/N=C(/c1ccccc1C)[C@@H](C)/[NH+]=C/N.

***

The data favor <x>; the next most stable structure lies 3.683 eV above it.

***

<w>
Molecular formula: C2H2ClNO2
Method: DFT, the ωB97M-V functional and the def2-TZVPD basis

The geometry in ORCA input format:
```
! wB97M-V def2-TZVPD RIJCOSX def2/J DEFGRID3
* xyz 0 1
C -0.7208 0.7012 0.7823
C 0.2757 0.4120 -0.0982
Cl 1.8379 1.2143 -0.3468
N 0.3180 -0.9483 -0.6765
O -0.5961 -1.6685 -0.3847
O 1.2067 -1.1319 -1.4632
H -0.7878 1.5254 1.3016
H -1.5337 -0.1042 0.8855
*
```

Its LUMO energy is -0.8 eV. Its HOMO-LUMO gap is 9.901 eV. The HOMO energy comes out at -10.71 eV. As for the structure (SMILES): C=C(Cl)[N+](=O)[O-].

***

<x>
Molecular formula: C2H2ClNO2
Method: DFT, the ωB97M-V functional and the def2-TZVPD basis

The geometry in ORCA input format:
```
! wB97M-V def2-TZVPD RIJCOSX def2/J DEFGRID3
* xyz 0 1
C 0.2664 -0.5784 -0.2315
C -0.4709 0.4200 0.3129
N 2.8158 1.4339 -0.3292
O 1.4744 -0.8427 0.0975
O 2.9126 0.3318 -0.0848
Cl -2.0348 0.8438 -0.1977
H -0.1996 -1.2199 -0.9834
H -0.0283 1.1098 1.0215
*
```

Its LUMO energy (spin up / spin down) is -0.2 / -1.5 eV. Its HOMO-LUMO gap (spin up / spin down) is 8.818 / 6.780 eV. The HOMO energy (spin up / spin down) comes out at -9.05 / -8.30 eV.

***

The data favor <w>; the next most stable structure lies 0.838 eV above it.

***

<w>
Molecular formula: C5H2O4P2S
Method: DFT, the ωB97M-V functional and the def2-TZVPD basis

The geometry in ORCA input format:
```
! wB97M-V def2-TZVPD RIJCOSX def2/J DEFGRID3
* xyz -2 1
C -1.7637 0.2497 0.1056
C -1.9685 -1.0152 -0.3553
C -0.3998 0.6119 0.2506
C 0.4429 -0.5127 -0.0384
C 0.2309 1.8285 0.4634
O 1.6458 1.7626 0.2174
O 2.7056 0.6576 -1.7911
O -0.2055 2.9257 0.8285
O 2.1368 -2.5055 0.6440
P -0.4924 -1.9223 -0.8040
P 0.8126 -1.9562 1.0765
S 2.3695 0.3885 -0.3787
H -2.5710 0.9288 0.3526
H -2.9429 -1.4412 -0.5709
*
```

Its LUMO energy is 6.1 eV. Its HOMO-LUMO gap is 4.784 eV. The HOMO energy comes out at 1.27 eV.

***

<x>
Molecular formula: C5H2O4P2S
Method: DFT, the ωB97M-V functional and the def2-TZVPD basis

The geometry in ORCA input format:
```
! wB97M-V def2-TZVPD RIJCOSX def2/J DEFGRID3
* xyz -2 1
C 0.0337 0.2052 -0.6874
C -0.0046 -0.2941 0.6295
C -1.0964 0.1390 -1.3876
C -2.9137 -0.2082 0.9038
C -2.3447 -0.1076 -1.7312
O -3.2942 0.9637 -1.3628
O -1.9614 2.1267 0.4324
O -2.7746 -0.9884 -2.5488
O -5.6060 0.1827 0.9964
P -1.3859 -0.6774 1.6608
P -4.4645 -0.5561 1.6648
S -3.2017 1.3364 0.1471
H 0.9148 0.5677 -1.2236
H 0.8503 -0.3674 1.3299
*
```

Its LUMO energy is 6.2 eV. Its HOMO-LUMO gap is 6.069 eV. The HOMO energy comes out at 0.16 eV.

***

The data favor <w>; the next most stable structure lies 2.571 eV above it.

***

<w>
Molecular formula: C4H14N3
Method: DFT, the ωB97M-V functional and the def2-TZVPD basis

The geometry in ORCA input format:
```
! wB97M-V def2-TZVPD RIJCOSX def2/J DEFGRID3
* xyz 1 1
C -1.1556 -1.5879 -0.0584
C 2.6367 -0.1263 -1.1033
C 0.2769 0.2328 -1.0763
C -0.1359 -0.5741 0.1391
N 0.3018 -0.2947 1.2935
N -2.4716 0.7434 1.0270
N 1.5740 0.7925 -0.7529
H -2.0332 -0.8892 0.2151
H -0.8514 -2.5316 0.4142
H -1.3532 -1.8780 -1.1011
H 2.6239 -0.9778 -0.5183
H 2.6952 -0.5472 -2.1836
H 3.6919 0.3914 -1.1214
H -0.4270 1.1377 -1.3916
H 0.3647 -0.5664 -1.9692
H 1.0794 0.3641 1.3672
H 0.1047 -0.9021 2.0719
H -1.8275 1.2609 0.3743
H -3.3265 0.6428 0.4210
H -2.7185 1.4543 1.8221
H 1.7575 1.8250 -1.0373
*
```

Its LUMO energy is -4.0 eV. Its HOMO-LUMO gap is 9.479 eV. The HOMO energy comes out at -13.47 eV.

***

<x>
Molecular formula: C4H14N3
Method: DFT, the ωB97M-V functional and the def2-TZVPD basis

The geometry in ORCA input format:
```
! wB97M-V def2-TZVPD RIJCOSX def2/J DEFGRID3
* xyz 1 1
C 1.1855 1.8182 0.0072
N 0.9756 0.4121 -0.4281
N 1.8421 -0.5929 0.0568
C -0.6563 -0.1941 -0.0943
C -1.4917 0.3790 -1.1570
C -0.9771 -0.2717 1.4937
N -0.3186 -1.6409 -0.4889
H 0.4689 2.5307 -0.4074
H 0.9312 1.9329 1.0213
H 2.1682 2.1731 -0.3300
H 2.6088 -0.5481 -0.5720
H 2.2158 -0.6233 1.0219
H -2.3673 -0.2846 -1.2723
H -0.8211 0.2771 -2.0642
H -1.6971 1.3720 -0.8322
H -0.0913 -0.4427 2.0993
H -1.5263 0.7070 1.7647
H -1.7687 -1.0896 1.6909
H -0.5544 -1.9906 -1.3653
H -0.8679 -2.2891 0.1074
H 0.7417 -1.6344 -0.2516
*
```

Its LUMO energy is -2.9 eV. Its HOMO-LUMO gap is 10.584 eV. The HOMO energy comes out at -13.49 eV. As for the structure (SMILES): CN(N)C(C)(C)[NH3+].

***

The data favor <w>; the next most stable structure lies 0.819 eV above it.